1.
{
  "formula": "C2H5NO2",
  "method": "ωB97M-V/def2-TZVPD",
  "symbols": ["N", "O", "C", "C", "O", "H", "H", "H", "H", "H"],
  "xyz": [[0.78, -1.46, -0.09], [0.67, -0.37, 0.83], [-0.47, 0.42, 0.57], [-0.50, 1.17, -0.74], [0.22, 0.99, -1.69], [1.64, -1.31, -0.61], [0.89, -2.29, 0.49], [-1.39, -0.19, 0.61], [-0.50, 1.13, 1.40], [-1.33, 1.91, -0.76]],
  "nbo_charge": [-0.533, -0.406, -0.174, 0.418, -0.504, 0.353, 0.342, 0.198, 0.210, 0.096],
  "multiplicity": 1,
  "orbital_gap_ev": 10.593,
  "e_above_lowest_kcal_mol": 70.2,
  "total_charge": 0,
  "e_lumo_ev": 0.978,
  "smiles": "NOCC=O",
  "max_force_ha_per_bohr": 0.0129
}

2.
{
  "formula": "C3H6N5O5",
  "method": "ωB97M-V/def2-TZVPD",
  "symbols": ["C", "C", "C", "N", "N", "N", "N", "N", "O", "O", "O", "O", "O", "H", "H", "H", "H", "H", "H"],
  "xyz": [[-2.87, 0.05, -0.40], [-1.96, 0.94, -0.87], [0.89, -0.04, 0.01], [1.98, -0.29, 0.79], [1.13, -0.04, -1.38], [-4.05, 0.33, 0.24], [-2.45, -1.49, -0.47], [-0.30, 0.02, 0.54], [-4.30, 1.63, 0.43], [-4.78, -0.53, 0.61], [-2.24, -1.92, 0.62], [-2.56, -2.01, -1.51], [-1.49, 1.73, -1.55], [2.91, -0.22, 0.49], [1.94, -0.40, 1.75], [2.08, -0.33, -1.76], [0.79, 0.71, -1.99], [-0.19, 0.16, 1.50], [-4.91, 1.82, 1.18]],
  "nbo_charge": [-0.132, 0.854, 0.629, -0.789, -0.846, 0.502, 0.590, -0.809, -0.474, -0.232, -0.268, -0.255, -0.302, 0.403, 0.399, 0.413, 0.409, 0.366, 0.541],
  "multiplicity": 1,
  "orbital_gap_ev": [7.552, 7.550],
  "e_above_lowest_kcal_mol": 60.8,
  "total_charge": 1,
  "e_lumo_ev": [-5.879, -5.880],
  "max_force_ha_per_bohr": 0.0675
}

3.
{
  "formula": "C7H15NO7PS",
  "method": "ωB97M-V/def2-TZVPD",
  "symbols": ["C", "C", "P", "O", "O", "O", "C", "C", "C", "N", "H", "H", "H", "H", "H", "H", "H", "H", "H", "H", "H", "C", "C", "O", "S", "O", "O", "O", "H", "H", "H", "H"],
  "xyz": [[-1.48, -2.55, -0.80], [-2.13, -1.18, -0.57], [-0.87, 0.16, -0.85], [-0.63, 0.27, -2.29], [0.41, -0.18, 0.04], [-1.43, 1.48, -0.16], [-3.35, -0.86, -1.47], [-4.30, -0.05, -0.58], [-3.88, -0.46, 0.78], [-2.76, -1.08, 0.77], [-1.77, -2.94, -1.78], [-0.40, -2.51, -0.77], [-1.79, -3.26, -0.03], [1.02, -0.68, -0.53], [-1.61, 1.43, 0.79], [-3.82, -1.79, -1.81], [-3.06, -0.31, -2.36], [-5.36, -0.31, -0.72], [-4.25, 1.03, -0.71], [-4.42, -0.29, 1.71], [-2.37, -1.50, 1.61], [3.26, 1.25, 0.91], [4.20, 1.57, -0.23], [5.34, 2.14, 0.44], [5.57, 1.43, 1.85], [6.51, 0.39, 1.73], [5.69, 2.44, 2.83], [4.11, 0.76, 1.95], [2.74, 2.14, 1.27], [2.53, 0.48, 0.67], [3.81, 2.31, -0.92], [4.51, 0.68, -0.77]],
  "nbo_charge": [-0.625, -0.248, 2.354, -1.043, -0.986, -0.972, -0.420, -0.505, 0.308, -0.428, 0.259, 0.232, 0.234, 0.525, 0.514, 0.242, 0.285, 0.280, 0.290, 0.253, 0.453, -0.094, -0.102, -0.681, 2.546, -0.887, -0.883, -0.693, 0.193, 0.192, 0.217, 0.193],
  "multiplicity": 1,
  "orbital_gap_ev": 7.948,
  "total_charge": 1,
  "e_lumo_ev": -5.099,
  "max_force_ha_per_bohr": 0.0127
}

4.
{
  "formula": "CHBrN2O3",
  "method": "ωB97M-V/def2-TZVPD",
  "symbols": ["C", "N", "N", "O", "O", "O", "Br", "H"],
  "xyz": [[-0.59, -0.71, -0.31], [0.92, 0.09, 1.73], [-0.15, 0.50, -0.69], [1.24, 0.57, -0.67], [1.76, 0.43, 1.07], [-0.80, 1.48, -0.90], [-2.43, -0.88, 0.12], [0.05, -1.47, -0.34]],
  "nbo_charge": [-0.189, 0.339, 0.339, -0.424, 0.047, -0.423, 0.100, 0.210],
  "multiplicity": 1,
  "orbital_gap_ev": [7.326, 7.205],
  "e_above_lowest_kcal_mol": 46.3,
  "total_charge": 0,
  "e_lumo_ev": [-1.731, -1.846],
  "max_force_ha_per_bohr": 0.0868
}

5.
{
  "formula": "C50H45MnNOP2S2Si",
  "method": "ωB97M-V/def2-TZVPD",
  "symbols": ["Mn", "O", "S", "C", "C", "C", "C", "C", "C", "P", "C", "C", "C", "C", "C", "C", "C", "C", "C", "C", "C", "C", "C", "C", "C", "C", "C", "C", "P", "C", "C", "C", "C", "C", "C", "C", "C", "C", "C", "C", "C", "H", "H", "H", "H", "H", "H", "H", "H", "H", "H", "H", "H", "H", "H", "H", "H", "H", "H", "H", "H", "H", "H", "H", "H", "H", "H", "H", "H", "C", "Si", "C", "C", "C", "C", "C", "C", "N", "C", "S", "H", "H", "H", "H", "H", "H", "H", "H", "H", "H", "H", "H", "C", "C", "C", "C", "C", "C", "H", "H", "H", "H", "H"],
  "xyz": [[-0.30, -0.56, 0.67], [0.64, -1.07, 3.75], [0.74, -1.52, 2.36], [0.41, -3.25, 2.25], [0.34, -4.00, 3.41], [-0.07, -5.33, 3.30], [-0.41, -5.86, 2.06], [-0.33, -5.08, 0.90], [0.09, -3.77, 0.99], [0.30, -2.61, -0.39], [-0.75, -3.16, -1.76], [-2.11, -2.80, -1.72], [-2.96, -3.20, -2.73], [-2.47, -3.94, -3.80], [-1.13, -4.28, -3.86], [-0.26, -3.89, -2.84], [2.02, -2.92, -0.94], [2.51, -4.23, -0.88], [3.77, -4.53, -1.36], [4.57, -3.53, -1.90], [4.10, -2.22, -1.94], [2.83, -1.92, -1.46], [2.42, -1.26, 1.81], [3.41, -2.21, 2.02], [4.70, -1.90, 1.63], [4.99, -0.67, 1.06], [3.99, 0.27, 0.86], [2.68, -0.01, 1.23], [1.28, 1.16, 1.15], [1.75, 2.58, 2.14], [2.70, 3.51, 1.70], [3.10, 4.53, 2.54], [2.58, 4.61, 3.83], [1.66, 3.68, 4.28], [1.25, 2.65, 3.44], [0.84, 1.65, -0.53], [0.75, 2.87, -1.04], [-0.17, 3.24, -2.13], [-2.02, 2.27, -2.88], [-2.47, 1.18, -1.92], [-1.47, 0.79, -0.91], [0.56, -3.55, 4.37], [-0.14, -5.94, 4.19], [-0.75, -6.88, 1.99], [-0.62, -5.50, -0.05], [-2.50, -2.21, -0.90], [-4.01, -2.93, -2.70], [-3.14, -4.25, -4.60], [-0.74, -4.85, -4.69], [0.78, -4.15, -2.90], [1.91, -5.03, -0.46], [4.14, -5.55, -1.31], [5.55, -3.76, -2.28], [4.72, -1.43, -2.35], [2.50, -0.89, -1.48], [3.18, -3.17, 2.46], [5.49, -2.62, 1.78], [6.01, -0.44, 0.77], [4.24, 1.23, 0.42], [3.13, 3.44, 0.71], [3.83, 5.25, 2.20], [2.91, 5.41, 4.49], [1.27, 3.74, 5.29], [0.54, 1.91, 3.80], [1.29, 3.67, -0.55], [0.11, 4.22, -2.52], [-2.76, 2.52, -3.64], [-3.36, 0.58, -2.04], [-1.93, 0.01, -0.28], [-4.34, 4.79, -1.42], [-2.50, 4.95, -1.56], [-2.08, 5.83, -3.15], [-1.68, 5.79, -0.13], [-1.70, 3.24, -1.70], [-0.52, 2.28, -3.33], [0.12, 0.95, -3.46], [0.33, 0.13, -2.44], [-0.01, 0.55, -1.08], [-2.15, 2.13, -0.69], [-3.12, 2.33, 0.72], [-4.82, 5.72, -1.73], [-4.67, 4.58, -0.40], [-4.72, 3.99, -2.07], [-2.52, 6.83, -3.12], [-2.50, 5.32, -4.02], [-1.01, 5.96, -3.30], [-2.03, 6.82, -0.02], [-0.59, 5.84, -0.28], [-1.88, 5.27, 0.81], [-0.41, 2.83, -4.26], [0.38, 0.58, -4.45], [0.72, -0.86, -2.56], [-4.07, -0.89, 3.49], [-3.83, -1.93, 2.60], [-2.66, -1.94, 1.85], [-1.75, -0.90, 1.97], [-1.98, 0.14, 2.87], [-3.15, 0.14, 3.63], [-4.98, -0.89, 4.08], [-4.54, -2.74, 2.51], [-2.46, -2.79, 1.21], [-1.26, 0.93, 3.01], [-3.32, 0.94, 4.34]],
  "lowdin_spin": [2.143, -0.021, -0.048, -0.004, -0.003, 0.001, -0.001, 0.001, 0.001, -0.008, 0.001, 0.002, 0.000, -0.001, 0.000, -0.001, -0.003, -0.001, 0.000, 0.000, 0.000, 0.000, 0.002, -0.001, 0.002, 0.003, 0.000, 0.007, 0.010, 0.007, 0.001, 0.000, 0.000, 0.000, 0.001, 0.001, -0.002, 0.000, 0.009, 0.074, 0.048, 0.000, 0.000, 0.000, 0.000, 0.002, 0.000, 0.000, 0.000, 0.000, 0.000, 0.000, 0.000, 0.000, 0.000, 0.000, 0.000, 0.000, 0.000, 0.000, 0.000, 0.000, 0.000, 0.000, 0.000, 0.000, 0.000, 0.002, 0.001, 0.011, 0.002, 0.000, 0.000, 0.009, 0.005, 0.001, 0.002, 0.003, 0.092, 0.695, 0.001, 0.007, 0.000, 0.000, 0.000, 0.000, 0.000, 0.000, 0.000, 0.000, 0.000, 0.000, 0.018, -0.001, 0.002, -0.102, 0.024, 0.000, 0.001, -0.001, -0.001, 0.006, -0.001],
  "multiplicity": 4,
  "s2": 3.870,
  "orbital_gap_ev": [7.570, 6.779],
  "e_above_lowest_kcal_mol": 125.3,
  "total_charge": 2,
  "e_lumo_ev": [-5.815, -6.529],
  "max_force_ha_per_bohr": 0.0136
}

6.
{
  "formula": "CH4N2S3",
  "method": "ωB97M-V/def2-TZVPD",
  "symbols": ["S", "C", "N", "S", "N", "S", "H", "H", "H", "H"],
  "xyz": [[2.45, -0.33, -0.02], [0.86, -0.13, -0.02], [0.25, 0.94, 0.73], [-1.03, 1.76, -0.18], [-0.09, -1.07, -0.47], [-1.76, -1.27, 0.11], [0.97, 1.52, 1.13], [-0.35, 1.94, -1.37], [0.29, -2.02, -0.94], [-1.77, -2.32, 0.95]],
  "nbo_charge": [-0.080, 0.195, -0.746, 0.169, -0.779, 0.184, 0.407, 0.108, 0.437, 0.107],
  "multiplicity": 1,
  "orbital_gap_ev": 8.927,
  "e_above_lowest_kcal_mol": 20.7,
  "total_charge": 0,
  "e_lumo_ev": 0.095,
  "smiles": "S=C(NS)NS",
  "max_force_ha_per_bohr": 0.0761
}

Number 1: calculated total energy -284.35557 Ha. Number 2: calculated total energy -767.35255 Ha. Number 3: calculated total energy -1596.51810 Ha. Number 4: calculated total energy -2947.67162 Ha. Number 5: calculated total energy -4981.20017 Ha. Number 6: calculated total energy -1344.51739 Ha.